[1]
{"formula": "C7H13N2", "method": "ωB97M-V/def2-TZVPD", "total_charge": 1, "e_lumo_ev": -3.4460, "homo_lumo_gap_ha": 0.32215, "de_lowest_kcal_mol": 123.8, "max_force_ha_per_bohr": 0.07837, "homo_ev": -12.21, "total_energy_ev": -10438.830, "species": ["C", "C", "C", "C", "C", "C", "C", "N", "N", "H", "H", "H", "H", "H", "H", "H", "H", "H", "H", "H", "H", "H"], "coordinates": [[1.37792, 1.62413, 0.12833], [0.38714, 0.84410, 0.47776], [2.58972, 0.70903, -0.11644], [1.99037, -0.70312, -0.22108], [-0.51960, -1.29202, -0.29581], [0.65064, -0.63279, 0.44768], [-1.90757, 0.65081, 0.47343], [-2.57152, 1.24795, -0.54334], [-1.81661, -0.87111, 0.31054], [1.47444, 2.75218, -0.01713], [3.13004, 0.89441, -1.01344], [3.23971, 0.92893, 0.77286], [2.11400, -1.13880, -1.23473], [2.61747, -1.56950, 0.19686], [-0.45666, -1.13501, -1.37816], [-0.41895, -2.43962, -0.24989], [0.81891, -1.16704, 1.45398], [-2.27189, 0.91042, 1.54180], [-2.84717, 0.92284, -1.42401], [-3.18844, 1.96279, -0.42133], [-2.66006, -1.15118, -0.22940], [-1.73192, -1.34741, 1.34153]], "mulliken_charge": [-0.39, -0.13, -0.47, -1.15, -1.09, 0.64, -0.22, -0.39, -0.18, 0.36, 0.35, 0.29, 0.41, 0.36, 0.41, 0.36, 0.23, 0.35, 0.21, 0.20, 0.36, 0.47]}

[2]
{"formula": "C7H13N2O2S", "method": "ωB97M-V/def2-TZVPD", "total_charge": 1, "smiles": "O=S1(=O)CC[NH+]=C2NCCC[C@@H]21", "e_lumo_ev": -3.7363, "homo_lumo_gap_ha": 0.38544, "de_lowest_kcal_mol": 35.4, "max_force_ha_per_bohr": 0.09611, "homo_ev": -14.22, "total_energy_ev": -25372.122, "species": ["C", "C", "C", "C", "C", "C", "C", "N", "N", "O", "O", "S", "H", "H", "H", "H", "H", "H", "H", "H", "H", "H", "H", "H", "H"], "coordinates": [[0.38591, -0.89052, -0.02240], [2.25905, 1.43452, -0.17004], [0.69794, 1.73545, -0.30905], [2.44986, 0.29851, 0.80058], [-1.81644, -1.88633, -0.53778], [-2.57016, -0.84883, 0.34516], [-0.10940, 0.48487, -0.66609], [1.60852, -0.89788, 0.43991], [-0.44376, -1.92200, -0.07524], [-1.78799, 1.46707, 1.28909], [-2.61663, 1.60687, -0.98769], [-1.87715, 0.83255, -0.00607], [2.78891, 1.47141, -1.13599], [2.62460, 2.28694, 0.40850], [0.32077, 2.10281, 0.68465], [0.52588, 2.43738, -1.10414], [3.48489, 0.01740, 0.88231], [2.19194, 0.50354, 1.87290], [-2.35532, -2.89242, -0.48546], [-1.86698, -1.49275, -1.65571], [-3.63277, -0.76892, 0.03497], [-2.25825, -0.89972, 1.39893], [-0.01920, 0.54046, -1.67104], [2.10108, -1.77547, 0.45210], [-0.08532, -2.94492, 0.21759]], "mulliken_charge": [0.39, -0.61, -1.04, -0.57, -0.53, -0.77, -0.19, -0.21, -0.24, -0.65, -0.62, 1.27, 0.31, 0.34, 0.41, 0.44, 0.38, 0.29, 0.38, 0.27, 0.44, 0.40, 0.47, 0.29, 0.35]}

[3]
{"formula": "C7H13N2O3", "method": "ωB97M-V/def2-TZVPD", "total_charge": 1, "e_lumo_ev": -3.7031, "homo_lumo_gap_ha": 0.37969, "de_lowest_kcal_mol": 54.2, "max_force_ha_per_bohr": 0.10522, "homo_ev": -14.03, "total_energy_ev": -16581.744, "species": ["C", "C", "C", "C", "C", "C", "C", "N", "N", "O", "O", "O", "H", "H", "H", "H", "H", "H", "H", "H", "H", "H", "H", "H", "H"], "coordinates": [[-0.15869, 1.51983, -0.21007], [-0.76320, 0.38509, -0.45930], [1.31187, 1.77031, 0.19233], [1.83724, -0.52223, -0.84518], [-0.97449, 2.67219, -0.50870], [0.91274, -1.45128, 1.16855], [-2.75454, -0.74970, 0.02660], [2.15049, 0.74692, -0.15272], [0.69821, -1.10982, -0.22578], [1.73477, 2.74889, 0.63664], [2.97107, -1.34324, -0.82635], [-1.80025, -0.14592, -0.83522], [1.55366, -0.20310, -1.96877], [-1.11299, 3.36494, 0.24413], [-1.86948, 2.47271, -0.99868], [-0.29446, 3.32135, -1.18778], [1.58635, -2.38739, 1.49473], [1.26709, -0.58220, 1.74044], [-0.16014, -1.78828, 1.48934], [-2.77116, -0.54721, 1.14898], [-2.71345, -1.86796, -0.09485], [-3.79927, -0.75540, -0.30564], [3.13959, 0.95433, 0.23871], [0.44770, -1.94781, -0.66786], [3.77648, -0.74922, -1.18670]], "mulliken_charge": [0.76, 0.82, 0.22, 0.09, -1.83, -0.80, -0.73, -0.26, -0.24, -0.50, -0.55, -0.30, 0.24, 0.39, 0.46, 0.32, 0.29, 0.33, 0.28, 0.35, 0.32, 0.32, 0.29, 0.33, 0.39]}

[4]
{"formula": "C7H13N2OS", "method": "ωB97M-V/def2-TZVPD", "total_charge": 1, "e_lumo_ev": -3.9464, "homo_lumo_gap_ha": 0.32719, "de_lowest_kcal_mol": 56.4, "max_force_ha_per_bohr": 0.06912, "homo_ev": -12.85, "total_energy_ev": -23323.988, "species": ["C", "C", "C", "C", "C", "C", "C", "N", "N", "O", "S", "H", "H", "H", "H", "H", "H", "H", "H", "H", "H", "H", "H", "H"], "coordinates": [[-1.47845, 0.19762, 0.21796], [-1.42582, -1.14889, -0.15105], [0.83213, -0.21214, -0.04957], [-2.74392, 1.00717, 0.17671], [-2.54769, -2.09122, -0.11169], [3.17063, 0.34519, -1.10303], [2.28721, 0.01466, 0.07854], [-0.19422, 0.66933, 0.36671], [-0.02690, 1.91039, 0.87188], [2.69842, -1.21582, 0.65885], [0.13722, -1.77847, -0.40848], [-3.11773, 1.46836, -0.76718], [-3.51924, 0.30734, 0.39822], [-2.63496, 1.77450, 1.04345], [-2.35262, -2.57585, 0.91392], [-3.55925, -1.54480, -0.03804], [-2.26911, -2.90040, -0.82652], [2.82003, 1.31411, -1.51732], [3.20483, -0.52515, -1.83348], [4.20001, 0.49547, -0.85724], [2.50514, 0.74373, 0.79484], [-0.59664, 2.72700, 0.42219], [0.92267, 2.16474, 1.10900], [3.68825, -1.14687, 0.61133]], "mulliken_charge": [0.36, 0.59, 0.69, -1.26, -1.18, -1.29, 0.08, 0.49, -1.01, -0.55, -0.05, 0.27, 0.35, 0.38, 0.34, 0.31, 0.33, 0.30, 0.34, 0.44, 0.19, 0.28, 0.23, 0.37]}

[5]
{"formula": "C7H13N2P", "method": "ωB97M-V/def2-TZVPD", "smiles": "CC[C@H]1CC[C@@H](C#N)N1P", "e_lumo_ev": 0.7850, "homo_lumo_gap_ha": 0.36526, "de_lowest_kcal_mol": 24.6, "max_force_ha_per_bohr": 0.11073, "homo_ev": -9.15, "total_energy_ev": -19735.869, "species": ["C", "C", "C", "C", "C", "C", "C", "N", "N", "P", "H", "H", "H", "H", "H", "H", "H", "H", "H", "H", "H", "H", "H"], "coordinates": [[-1.85796, -1.58378, 1.51191], [-0.34182, -2.09213, -0.41034], [0.54222, -0.94694, -1.00833], [-1.60387, -1.45820, 0.11611], [-0.07433, 0.43668, -0.61161], [2.03360, 1.47487, 0.37709], [0.54369, 1.12765, 0.61029], [-2.12119, -1.40210, 2.61141], [-1.43174, 0.17336, -0.41463], [-2.72037, 1.19892, 0.11382], [-0.49864, -2.85778, -1.19946], [0.28255, -2.59119, 0.40344], [1.64509, -0.90727, -0.80910], [0.60142, -0.83739, -2.12435], [-2.41378, -1.84442, -0.37232], [0.19891, 1.23186, -1.34863], [2.03264, 2.03841, -0.55059], [2.74218, 0.49973, 0.32778], [2.27480, 2.26574, 1.12896], [-0.09548, 2.12662, 0.89747], [0.68210, 0.52400, 1.56409], [-3.05117, 0.90923, 1.43095], [-3.85948, 0.43417, -0.27068]], "mulliken_charge": [0.12, -0.62, -0.64, 0.00, 0.07, -1.14, -0.45, -0.49, -0.03, -0.18, 0.27, 0.31, 0.30, 0.31, 0.43, 0.30, 0.31, 0.24, 0.37, 0.31, 0.18, 0.02, 0.03]}

[6]
{"formula": "C7H13N3", "method": "ωB97M-V/def2-TZVPD", "smiles": "CN(C)N(C)c1ccc[nH]1", "e_lumo_ev": 0.8258, "homo_lumo_gap_ha": 0.29133, "de_lowest_kcal_mol": 70.9, "max_force_ha_per_bohr": 0.06301, "homo_ev": -7.10, "total_energy_ev": -11936.856, "species": ["C", "C", "C", "C", "C", "C", "C", "N", "N", "N", "H", "H", "H", "H", "H", "H", "H", "H", "H", "H", "H", "H", "H"], "coordinates": [[-2.29072, -1.64247, 1.97455], [-2.01092, -0.76178, 0.91124], [-1.17337, -1.86133, 2.76495], [-0.68477, -0.47979, 1.05982], [1.65926, 0.11656, 0.66474], [0.06484, 2.13827, -1.21254], [-0.03117, -0.25064, -1.90824], [-0.21060, -1.14659, 2.13016], [0.19751, 0.43066, 0.39653], [-0.20639, 0.74625, -0.88199], [-3.24523, -1.97391, 2.27486], [-2.67339, -0.22888, 0.27980], [-0.84096, -2.33632, 3.67756], [2.38553, 0.38833, -0.18620], [1.93000, 0.70440, 1.68551], [1.66779, -0.91973, 0.78115], [1.12771, 2.16658, -1.02787], [-0.08510, 2.42504, -2.28314], [-0.50796, 2.95671, -0.62643], [0.42263, 0.12961, -2.85145], [0.56455, -1.07894, -1.61881], [-0.97345, -0.54711, -2.15576], [0.63181, -1.05215, 2.55616]], "mulliken_charge": [-0.69, -0.55, -0.47, 0.31, -1.14, -0.86, -1.20, -0.02, 0.02, 0.08, 0.41, 0.49, 0.39, 0.33, 0.25, 0.50, 0.37, 0.30, 0.23, 0.35, 0.40, 0.37, 0.13]}

- What is the formula in the second record?
  C7H13N2O2S

- Number 4 is which compound?
  C7H13N2OS